Record 1
{
  "formula": "C7H8INS",
  "method": "ωB97M-V with the def2-TZVPD basis set",
  "elements": ["C", "C", "C", "C", "C", "C", "C", "N", "S", "I", "H", "H", "H", "H", "H", "H", "H", "H"],
  "positions_angstrom": [[0.44, -2.55, -1.08], [0.10, -1.21, -1.06], [0.32, -3.20, 0.08], [-0.34, -0.75, 0.14], [-0.20, 1.61, 1.14], [-0.67, 1.81, -0.28], [-0.98, 0.55, 0.51], [-2.41, 0.37, 1.03], [-0.47, -2.17, 1.19], [-3.80, -0.09, -0.37], [0.78, -2.96, -2.05], [0.28, -0.67, -1.86], [0.35, -4.32, 0.21], [0.90, 1.36, 1.07], [-0.45, 2.46, 1.77], [-1.54, 2.47, -0.43], [0.10, 1.84, -1.11], [-2.41, -0.40, 1.67]],
  "smiles": "INC1(c2cccs2)CC1",
  "de_lowest_kcal_mol": 0.0,
  "orbital_gap_ev": 8.965,
  "homo_energy_ha": -0.32176
}



Record 2
{
  "formula": "C7H8MnN2O3S",
  "method": "ωB97M-V with the def2-TZVPD basis set",
  "elements": ["O", "C", "Mn", "C", "C", "O", "O", "S", "C", "N", "C", "C", "C", "N", "H", "H", "H", "H", "H", "H", "H", "H"],
  "positions_angstrom": [[-0.01, 3.90, -3.61], [-0.03, 3.47, -2.57], [0.01, -1.53, -2.61], [1.21, -0.88, -3.95], [-1.23, -0.90, -3.92], [2.11, -0.83, -4.71], [-2.13, -0.85, -4.68], [0.06, -2.49, -0.58], [0.04, -1.05, 0.44], [-1.15, -0.60, 0.97], [-1.24, 0.11, 2.29], [-0.02, 0.93, 2.49], [1.25, 0.13, 2.29], [1.17, -0.73, 1.10], [-2.04, -0.98, 0.49], [-1.36, -0.69, 3.04], [-2.16, 0.72, 2.22], [-0.03, 1.27, 3.51], [-0.01, 1.80, 1.84], [1.42, -0.56, 3.14], [2.12, 0.79, 2.16], [2.02, -1.04, 0.64]],
  "multiplicity": 6,
  "orbital_gap_ev": [7.108, 6.009],
  "charge": 2,
  "homo_energy_ha": [-0.62486, -0.62874]
}



Record 3
{
  "formula": "C7H8N2O",
  "method": "ωB97M-V with the def2-TZVPD basis set",
  "elements": ["C", "C", "C", "C", "C", "C", "C", "N", "N", "O", "H", "H", "H", "H", "H", "H", "H", "H"],
  "positions_angstrom": [[0.41, 1.65, -1.33], [-0.29, -2.30, 1.43], [-1.39, 0.31, -1.44], [0.64, -0.47, -1.03], [-0.02, 0.48, -2.08], [-0.18, 0.60, -0.47], [0.47, -0.37, 2.20], [0.83, 2.82, -1.36], [-1.17, -2.51, 0.74], [0.59, -1.77, 2.16], [-2.09, 1.07, -1.72], [-1.84, -0.74, -1.49], [0.40, -1.54, -1.04], [1.62, -0.49, -0.80], [-0.67, -0.18, 1.94], [1.24, 0.07, 1.49], [0.56, 0.01, 3.27], [0.90, 3.34, -0.49]],
  "smiles": "N=C1[C@]23C[C@]12C3.COC#N",
  "de_lowest_kcal_mol": 162.6,
  "orbital_gap_ev": 10.543,
  "homo_energy_ha": -0.36422
}



Record 4
{
  "formula": "C7H8N2O2",
  "method": "ωB97M-V with the def2-TZVPD basis set",
  "elements": ["C", "C", "C", "C", "C", "C", "C", "N", "N", "O", "O", "H", "H", "H", "H", "H", "H", "H", "H"],
  "positions_angstrom": [[-2.40, -0.15, -1.31], [-1.18, 0.25, -1.95], [-2.45, -0.49, 0.00], [0.03, 0.21, -1.16], [-1.27, -0.38, 0.78], [-0.10, -0.17, 0.18], [1.85, -0.16, 2.00], [3.10, 0.22, 1.56], [0.86, 0.79, 2.38], [-0.14, 0.35, 3.02], [1.07, 2.01, 2.12], [-3.33, -0.15, -1.80], [-1.35, 0.58, -2.96], [-3.38, -0.78, 0.45], [0.93, 0.42, -1.67], [-1.49, -0.45, 1.90], [1.91, -1.19, 2.40], [3.80, -0.36, 1.96], [3.24, 1.22, 1.49]],
  "de_lowest_kcal_mol": 176.3,
  "orbital_gap_ev": [7.752, 8.094],
  "homo_energy_ha": [-0.31978, -0.30924]
}



| no. | strongest force on any atom (eV Å⁻¹) | E (hartree) |
| --- | --- | --- |
| 1 | 5.13 | -1022.0716 |
| 2 | 12.45 | -2155.2608 |
| 3 | 3.87 | -456.0351 |
| 4 | 3.63 | -531.2781 |